Version a
C4H12N2Si | wB97M-V/def2-TZVPD

XYZ file:
```
19
Properties=species:S:1:pos:R:3:mulliken_charge:R:1
C 0.12657 2.63854 -0.07885 -0.608
C -0.71310 1.69835 -0.48739 -0.204
Si -0.65689 -0.09272 0.10016 0.332
N -2.67422 -0.95895 -0.45936 -0.771
N -0.62562 -0.39321 1.79421 -0.452
C 0.72104 -1.11317 -0.73758 -0.437
C 2.10555 -0.86450 -0.14591 -1.158
H 0.07197 3.65420 -0.44060 0.253
H 0.91431 2.44215 0.63180 0.231
H -1.48041 1.96782 -1.20009 0.322
H -2.77951 -1.72963 0.19256 0.229
H -2.51923 -1.37129 -1.37362 0.217
H -1.34604 0.02269 2.36304 0.232
H 0.24744 -0.43582 2.29316 0.221
H 0.49235 -2.17574 -0.65904 0.300
H 0.74363 -0.87593 -1.80177 0.346
H 2.35764 0.19504 -0.17032 0.278
H 2.14768 -1.20398 0.88722 0.317
H 2.86684 -1.40386 -0.70762 0.351
```

E_HOMO (eV): -8.71
Gap between HOMO and LUMO (eV): 9.5
Structure (SMILES): C=C[Si](N)(N)CC


Version b
C4H12N2Si | wB97M-V/def2-TZVPD

XYZ file:
```
19
Properties=species:S:1:pos:R:3:mulliken_charge:R:1
C -2.00640 -1.08662 -0.59679 -0.473
C -1.48113 -0.70504 0.54636 -0.407
Si 0.10839 0.49312 0.50671 0.299
C -0.39032 2.24743 0.03603 -0.970
N 0.71875 0.58899 2.10943 -0.481
N 1.32945 -0.16973 -0.61934 -0.233
C 1.32260 -1.47995 -1.26989 -0.921
H -2.82631 -1.85116 -0.74267 0.244
H -1.46191 -0.68345 -1.45106 0.149
H -1.66656 -1.26751 1.43849 0.374
H 0.03932 2.43565 -1.01943 0.250
H -1.53112 2.44385 0.15750 0.289
H 0.10346 2.86676 0.80684 0.303
H 1.30824 -0.09265 2.61930 0.193
H 0.49127 1.26182 2.83849 0.184
H 1.96993 0.42818 -1.11161 0.223
H 2.38095 -1.87648 -1.33939 0.265
H 0.68011 -2.19683 -0.71638 0.330
H 0.91128 -1.35637 -2.19260 0.383
```

E_HOMO (eV): -8.75
Gap between HOMO and LUMO (eV): 9.7
Structure (SMILES): C=C[Si@@](C)(N)NC


So which one is most stable? That would be version b, about 26.0 kJ/mol below the next structure.


Version a
C4H10O3 | wB97M-V/def2-TZVPD

XYZ file:
```
17
Properties=species:S:1:pos:R:3:mulliken_charge:R:1
C -0.72320 -0.54058 2.64443 -0.682
C 0.01451 -0.76270 1.56917 -0.222
C -0.29201 -1.90531 0.65284 -0.368
C -0.30743 -1.70289 -0.65868 -0.059
O -0.59304 -2.71791 -1.53253 -0.494
H -0.58216 0.21829 3.39648 0.271
H -1.55987 -1.18590 2.85556 0.244
H 0.78344 -0.10818 1.19610 0.342
H -0.54840 -2.87805 1.05063 0.371
H -0.09967 -0.75564 -1.11255 0.271
H -0.75927 -2.43936 -2.43553 0.340
O -0.32950 1.38217 -2.31621 -0.640
H 0.61453 1.56946 -2.21776 0.321
H -0.74740 1.97151 -1.66860 0.315
O 1.58736 2.95928 -0.49953 -0.625
H 2.18530 3.24099 0.19844 0.297
H 1.35682 3.65481 -1.12225 0.318
```

E_HOMO (eV): -8.12
Gap between HOMO and LUMO (eV): 8.5
Structure (SMILES): C=C/C=C/O.O.O


Version b
C4H10O3 | wB97M-V/def2-TZVPD

XYZ file:
```
17
Properties=species:S:1:pos:R:3:mulliken_charge:R:1
O -1.44762 -1.49151 1.43538 -0.455
C -0.34600 -1.69562 1.02329 0.084
C 0.07213 -1.43877 -0.42262 -0.818
C -1.04720 -0.77996 -1.18876 -0.527
C -1.39116 0.61041 -0.71314 -0.381
O -1.52742 1.57817 -1.76412 -0.546
H 0.48537 -2.07513 1.65380 0.346
H 1.00852 -0.86835 -0.39605 0.342
H 0.44155 -2.39431 -0.79537 0.367
H -1.94128 -1.39465 -1.01141 0.293
H -1.00458 -0.95485 -2.26605 0.438
H -0.62913 1.05275 -0.07824 0.294
H -2.28620 0.67406 -0.10970 0.272
H -2.09737 1.20723 -2.44271 0.290
O 3.76514 2.53546 1.98445 -0.636
H 3.35216 2.47187 2.85482 0.319
H 4.59307 2.96321 2.23643 0.317
```

E_HOMO (eV): -9.95
Gap between HOMO and LUMO (eV): 10.7
Structure (SMILES): O=CCCCO.O


Version c
C4H10O3 | wB97M-V/def2-TZVPD

XYZ file:
```
17
Properties=species:S:1:pos:R:3:mulliken_charge:R:1
C 0.27736 0.46108 1.35871 -1.372
C -0.22279 -0.28274 0.07310 0.412
O -0.04533 0.51837 -1.02018 -0.590
C 0.61568 -1.52288 -0.08818 -0.607
C 0.67363 -1.81868 -1.60799 0.029
O 1.48468 -2.48488 -2.16642 -0.471
H -0.09284 1.43794 1.41530 0.449
H 1.29404 0.46948 1.43633 0.428
H -0.13739 -0.07542 2.28854 0.304
H -1.30568 -0.43163 0.17021 0.241
H 0.63048 1.01853 -1.29240 0.272
H 1.69981 -1.58951 0.20148 0.299
H 0.14332 -2.45999 0.35198 0.325
H 0.09726 -1.02636 -2.23585 0.293
O -1.72149 2.94749 0.22334 -0.662
H -2.10994 2.76770 1.02602 0.300
H -1.28079 2.07150 -0.13398 0.350
```

E_HOMO (eV): -9.31
Gap between HOMO and LUMO (eV): 10.0
Structure (SMILES): C[C@@H](O)CC=O.O


Version d
C4H10O3 | wB97M-V/def2-TZVPD

XYZ file:
```
17
Properties=species:S:1:pos:R:3:mulliken_charge:R:1
C 2.08654 3.09985 0.10136 -0.737
O 2.02151 1.87398 -0.60044 -0.339
C 1.07273 1.01558 -0.19201 -0.078
C 0.76895 -0.04904 -0.93943 -0.492
C 0.25365 -1.31269 -0.36645 -0.248
O -0.58654 -1.13867 0.75062 -0.492
H 2.25344 2.96291 1.18359 0.323
H 1.20423 3.75187 0.00981 0.332
H 2.92262 3.70761 -0.31035 0.238
H 0.72089 1.35291 0.74913 0.421
H 1.20490 -0.05128 -1.96444 0.273
H -0.41932 -1.74188 -1.14118 0.330
H 1.02276 -2.08328 -0.07084 0.198
H -1.34443 -1.60546 0.46234 0.269
O -4.69054 -3.35783 0.52072 -0.640
H -4.66559 -3.34904 1.51647 0.331
H -3.82580 -3.07552 0.29110 0.312
```

E_HOMO (eV): -8.53
Gap between HOMO and LUMO (eV): 8.9
Structure (SMILES): CO/C=C/CO.O


So which one is most stable? That would be version b, about 51.7 kJ/mol below the next structure.


Version a
C4H10O3 | wB97M-V/def2-TZVPD

XYZ file:
```
17
Properties=species:S:1:pos:R:3:mulliken_charge:R:1
C -0.89631 -1.06918 1.21298 -0.601
C 0.18900 -0.34691 1.54705 -0.209
C 1.32500 -0.17934 0.67988 0.288
C 2.43288 0.46105 1.07747 -0.760
O 1.29990 -0.82257 -0.53766 -0.525
H -1.02972 -1.26181 0.15532 0.210
H -1.44856 -1.74328 1.85514 0.305
H 0.35437 -0.06303 2.58125 0.248
H 3.29465 0.33101 0.43448 0.249
H 2.50693 0.96249 2.02781 0.279
H 1.80536 -0.29856 -1.15306 0.373
O 0.10058 2.06175 -0.94676 -0.636
H 0.45000 1.52630 -0.22011 0.439
H -0.32928 2.77209 -0.45699 0.332
O -3.59570 -0.52070 -2.10699 -0.632
H -3.64523 -0.39807 -1.15356 0.317
H -2.74321 -0.95217 -2.23492 0.323
```

E_HOMO (eV): -9.05
Gap between HOMO and LUMO (eV): 9.3
Structure (SMILES): C=CC(=C)O.O.O


Version b
C4H10O3 | wB97M-V/def2-TZVPD

XYZ file:
```
17
Properties=species:S:1:pos:R:3:mulliken_charge:R:1
O -0.94297 0.51731 -3.00622 -0.455
C 0.08523 0.81917 -2.46369 -0.089
C 0.52902 0.23434 -1.15808 -0.354
C 0.16692 1.08366 0.04249 -0.556
C -0.18392 0.34170 1.32039 -0.400
O -0.73951 1.31230 2.21647 -0.509
H 0.69996 1.67145 -2.80907 0.321
H 0.16830 -0.80857 -1.00326 0.290
H 1.60674 0.07075 -1.06220 0.315
H -0.79700 1.55412 -0.09533 0.314
H 0.89527 1.88025 0.25076 0.320
H 0.73563 -0.18104 1.61046 0.294
H -0.95330 -0.43695 1.17887 0.231
H -0.47207 1.06361 3.10741 0.297
O -0.16381 -3.06790 0.27207 -0.638
H -1.06406 -3.10234 0.57668 0.309
H 0.42958 -2.95185 1.02226 0.310
```

E_HOMO (eV): -9.78
Gap between HOMO and LUMO (eV): 10.3
Structure (SMILES): O=CCCCO.O


So which one is most stable? That would be version b, about 69.6 kJ/mol below the next structure.


Version a
C4H10O3 | wB97M-V/def2-TZVPD

XYZ file:
```
17
Properties=species:S:1:pos:R:3:mulliken_charge:R:1
C -0.81843 -0.60298 1.34000 -1.524
C 0.11596 -0.05851 0.27707 0.294
O 0.74323 1.18127 0.64545 -0.519
C 1.06430 -1.10989 -0.30442 -0.488
C 1.04090 -1.00181 -1.83966 -0.001
O 1.24232 -1.96520 -2.52326 -0.483
H -0.27069 -0.95952 2.21916 0.367
H -1.45689 -1.35524 0.88945 0.392
H -1.48193 0.15199 1.77093 0.362
H -0.51307 0.35390 -0.50843 0.338
H 1.11722 1.10332 1.53326 0.328
H 2.08008 -0.92688 0.02644 0.317
H 0.66353 -2.11357 -0.18618 0.274
H 0.78330 -0.00460 -2.24325 0.358
O -1.63242 2.15524 -0.55596 -0.650
H -0.98165 2.76473 -0.91619 0.315
H -1.69575 2.38775 0.37558 0.320
```

E_HOMO (eV): -9.68
Gap between HOMO and LUMO (eV): 10.3
Structure (SMILES): C[C@@H](O)CC=O.O


Version b
C4H10O3 | wB97M-V/def2-TZVPD

XYZ file:
```
17
Properties=species:S:1:pos:R:3:mulliken_charge:R:1
O -0.52296 2.84506 -1.00345 -0.484
C -0.43685 1.75065 -0.53842 -0.049
C 0.67672 0.73755 -0.83356 -0.710
C 0.88011 -0.58378 -0.28935 -0.145
C 0.99981 -0.33501 1.34775 -0.510
O 0.76313 -1.48781 2.08500 -0.502
H -1.17370 1.57088 0.24794 0.422
H 1.60630 1.35215 -0.79655 0.344
H 0.41488 0.81904 -1.94353 0.337
H 0.05080 -1.42509 -0.37106 0.244
H 1.86045 -0.97128 -0.57474 0.211
H 2.06254 -0.30286 1.72341 0.265
H 0.23525 0.37695 1.77165 0.286
H -0.20894 -1.56944 2.17764 0.300
O -2.22751 -1.23731 -0.76440 -0.606
H -1.83153 -0.40719 -1.08620 0.285
H -3.14851 -1.13251 -1.15214 0.311
```

E_HOMO (eV): -9.69
Gap between HOMO and LUMO (eV): 10.2
Structure (SMILES): O=CCCCO.O


So which one is most stable? That would be version a, about 145.4 kJ/mol below the next structure.